[1]
The following is a DFT calculation (the ωB97M-V functional and the def2-TZVPD basis) of a molecular structure, C30H47FP2Pd.

Properties
Orbital gap (spin up / spin down), eV: 5.885 / 6.089
E_HOMO (spin up / spin down), eV: -11.460 / -13.885
ΔE to the lowest compared entry with this formula, charge and spin, eV: 1.388
Charge: +2
Multiplicity: 5

Last column: Löwdin spin population.
Cartesian coordinates (Å):
Pd -0.16409 0.07930 -1.76131  0.57
C -0.85133 -1.51187 0.53360  0.32
C 0.48368 -1.43199 -0.10612  0.24
C 0.53578 -0.41978 2.01732  0.16
C -0.80763 -0.85349 1.76216  0.19
C 1.34365 -0.77823 0.92299  0.31
C -1.98218 -2.33152 0.04941  0.05
H -1.79760 -2.73822 -0.94888  0.00
H -2.91592 -1.74056 0.02224  0.01
H -2.16327 -3.18413 0.73658  0.02
C -1.92577 -0.63301 2.70970  0.02
H -2.87194 -1.00204 2.28407  0.00
H -2.04353 0.44208 2.94135  0.01
H -1.74290 -1.15198 3.66868  0.01
C 0.96300 0.21919 3.27396  0.02
H 0.91757 -0.50950 4.10398  0.01
H 0.30246 1.06550 3.54049  0.01
H 2.00274 0.59362 3.19733  0.00
C 2.81880 -0.85418 0.99997  0.05
H 3.12194 -1.50845 1.84292  0.02
H 3.26908 0.13115 1.19100  0.01
H 3.26147 -1.26142 0.07098  0.00
C 1.04578 -2.61876 -0.82085  0.03
H 1.30972 -3.41156 -0.09483  0.01
H 1.96208 -2.35335 -1.36431  0.00
H 0.31749 -3.04914 -1.51632  0.00
C -1.87894 1.18178 -5.66534  0.51
C -1.92504 -0.21405 -5.51814  0.10
C -1.23302 -1.06416 -6.56830  0.00
C 0.28211 -0.85060 -6.63633  0.00
C 0.90778 -0.21170 -5.41441  0.00
C 1.06100 1.12372 -5.34533  0.00
C 0.48170 2.08719 -6.34576  0.02
C -1.00434 1.85976 -6.70583  0.07
H -1.66975 -0.81130 -7.53905  0.00
H 0.51698 -0.22044 -7.51700  0.00
H -1.50093 -2.11925 -6.37076  0.00
H -1.05662 1.29435 -7.65525  0.02
H -2.68098 1.80425 -5.22303  0.02
H -2.79840 -0.75745 -5.11609  0.02
H -1.45582 2.84674 -6.88334  0.00
H 0.62956 3.10627 -5.91860  0.00
H 1.68632 1.65993 -4.63362  0.00
H 1.07629 2.05182 -7.27147  0.00
H 0.74658 -1.83765 -6.80142  0.00
H 1.42243 -0.91491 -4.74933  0.00
P -1.67435 0.37416 -3.52653  0.19
P 1.49482 1.70171 -1.98039  0.18
C -0.91195 2.27794 -3.41570  0.09
C 0.28771 2.89422 -2.72694  0.03
H -1.78088 2.96232 -3.45455  0.00
H -0.51991 2.19597 -4.41996  0.01
H 0.86083 3.54520 -3.41256  0.00
H -0.06481 3.55428 -1.92934  0.00
C 2.49650 2.60147 -0.77356  0.03
H 2.65773 1.94684 0.09167  0.00
H 2.00009 3.52110 -0.44977  0.00
H 3.47447 2.86406 -1.20530  0.01
C 2.81920 0.80491 -2.85397  0.04
H 3.54860 1.47416 -3.31552  0.01
H 2.38687 0.18756 -3.63509  0.00
H 3.30303 0.08839 -2.18706  0.00
C -3.43272 0.36911 -3.09620  0.01
H -3.67998 -0.52215 -2.50449  0.00
H -4.00967 0.33176 -4.02418  0.00
H -3.75876 1.26817 -2.56042  0.00
C -1.00639 -1.40132 -3.45951  0.08
H -0.27324 -1.73185 -2.68528  0.02
H -0.45147 -1.56182 -4.38881  0.01
H -1.90031 -2.04635 -3.44115  0.00
F -3.10561 3.97942 2.32231  0.00
C -2.46807 3.11675 1.47045  -0.01
C -1.08306 3.09433 1.45593  0.02
C -0.45059 2.24532 0.54477  0.03
C -1.17704 1.43317 -0.29112  0.30
C -2.55147 1.38480 -0.18580  0.05
C -3.22766 2.25966 0.68602  0.02
H -0.49464 3.73603 2.10684  0.00
H 0.63624 2.20939 0.51365  0.01
H -3.11148 0.68532 -0.79566  0.01
H -4.30390 2.27121 0.74039  0.00

---

[2]
The following is a DFT calculation (the ωB97M-V functional and the def2-TZVPD basis) of a molecular structure, C30H48AsBIN7O7S4Ta.

Properties
Orbital gap, eV: 7.910
E_HOMO, eV: -10.542
Charge: +1

Last column: natural (NBO) charge in e.
Cartesian coordinates (Å):
Ta -0.28758 -0.29209 0.84487  1.91
C 3.28658 -3.36319 0.26952  -0.63
C 4.17454 -2.65443 -0.74694  0.15
C 5.05288 -1.58082 -0.10748  -0.63
C 5.09051 -3.68201 -1.40815  -0.62
N 3.27902 -2.05045 -1.78481  -0.36
C 3.18889 -2.53862 -3.07385  -0.08
C 2.26422 -1.80460 -3.71635  -0.04
N 1.78525 -0.86197 -2.83906  -0.52
B 0.79064 0.20416 -3.35335  0.59
N 1.07694 1.59476 -2.73751  -0.52
C 2.07225 2.37734 -3.27278  -0.04
C 2.10255 3.53472 -2.58587  -0.07
N 1.12206 3.46592 -1.61543  -0.35
C 0.52319 2.25483 -1.71072  0.33
S -0.82515 1.68640 -0.77869  -0.13
C 0.79366 4.59592 -0.67896  0.15
C 1.67556 5.79472 -1.01859  -0.62
C 1.09166 4.15241 0.74845  -0.63
C -0.66687 5.00304 -0.86239  -0.63
N -0.69918 -0.20992 -3.25221  -0.51
C -1.60081 0.35821 -4.11840  -0.04
C -2.82412 -0.10063 -3.79861  -0.06
N -2.68238 -0.96978 -2.73356  -0.34
C -1.37426 -0.99548 -2.39666  0.33
S -0.61536 -1.88713 -1.11048  -0.15
C -3.89691 -1.65120 -2.14652  0.15
C -4.62396 -0.62144 -1.28754  -0.63
C -3.53751 -2.88184 -1.32537  -0.63
C -4.78253 -2.10724 -3.31106  -0.62
C 2.38768 -1.03348 -1.64993  0.33
S 2.12405 -0.05061 -0.23662  -0.14
H 3.90606 -3.78511 1.06314  0.21
H 2.73883 -4.17558 -0.21254  0.22
H 2.57149 -2.66326 0.69117  0.23
H 5.75325 -2.06471 0.57414  0.22
H 4.47399 -0.85000 0.44886  0.24
H 5.63167 -1.05961 -0.87098  0.22
H 5.75274 -4.07668 -0.63885  0.23
H 5.71281 -3.23473 -2.18314  0.22
H 4.53813 -4.52372 -1.82495  0.22
H 3.79404 -3.34406 -3.43631  0.24
H 1.92187 -1.85002 -4.73364  0.24
H 1.01476 0.31727 -4.52979  -0.04
H 2.65875 2.04780 -4.11076  0.24
H 2.72667 4.39433 -2.72131  0.24
H 2.73533 5.57393 -0.89128  0.22
H 1.42278 6.59453 -0.32413  0.24
H 1.49786 6.16579 -2.02835  0.22
H 2.14530 3.88592 0.84875  0.22
H 0.49544 3.28778 1.02767  0.24
H 0.87745 4.97500 1.43225  0.22
H -0.85417 5.29643 -1.89627  0.22
H -0.87374 5.86205 -0.22291  0.22
H -1.35015 4.20210 -0.59353  0.24
H -1.28750 1.03097 -4.89598  0.24
H -3.77356 0.10553 -4.24880  0.24
H -3.99091 -0.28231 -0.47033  0.24
H -5.52516 -1.07194 -0.87098  0.23
H -4.91861 0.24631 -1.88031  0.21
H -3.02360 -2.63743 -0.40324  0.26
H -2.93519 -3.58570 -1.90133  0.22
H -4.47589 -3.37391 -1.06757  0.22
H -5.25080 -1.28018 -3.84019  0.21
H -5.58651 -2.72052 -2.90753  0.23
H -4.21844 -2.71125 -4.02247  0.22
O -3.69914 -0.37097 2.87103  -0.89
S -2.48997 -0.57734 2.16965  2.55
O -2.20623 -1.88805 1.55411  -0.95
O -1.19774 -0.25513 2.88499  -0.99
O -2.25268 0.37612 0.94982  -0.98
O 1.64321 0.20243 3.62063  -0.64
C 1.15386 1.15553 3.06653  0.70
O 0.68784 1.14793 1.82968  -0.79
H 1.03973 2.13114 3.55279  0.15
I -2.12624 1.09196 6.11606  0.13
C -2.81225 2.17676 4.45533  0.11
C -4.18334 2.34041 4.30464  -0.27
C -4.62646 3.01332 3.18117  -0.15
C -3.69283 3.49121 2.27142  -0.25
C -2.35192 3.28572 2.53772  0.04
N -1.90612 2.63912 3.61874  -0.48
H -4.87053 1.93754 5.03311  0.24
H -5.68623 3.15517 3.01602  0.23
H -3.99558 4.01259 1.37420  0.22
H -1.59095 3.64390 1.84999  0.20
C -0.09318 -2.17424 4.65004  -0.98
As 0.99190 -2.63228 3.15586  2.02
C 0.63464 -4.45800 2.68865  -0.99
C 2.84505 -2.37598 3.55916  -0.98
O 0.65417 -1.81498 1.69099  -1.12
H 0.26308 -2.79825 5.47340  0.25
H -1.13002 -2.40608 4.42217  0.27
H 0.02655 -1.12071 4.88047  0.30
H 1.48341 -5.09326 2.93402  0.25
H 0.44590 -4.47739 1.61712  0.27
H -0.25069 -4.79674 3.22290  0.26
H 3.34848 -3.33975 3.59484  0.24
H 2.91687 -1.85892 4.51205  0.27
H 3.25690 -1.74332 2.77718  0.28

---

- The lowest charge belongs to which entry?
  C30H48AsBIN7O7S4Ta